# 1
Entry from the Open Molecules 2025 dataset: 6 unconnected molecules or ions with the total composition C15H29F3N3O23S5 in a non-equilibrium geometry (the ωB97M-V functional and the def2-TZVPD basis).

CARTESIAN COORDINATES (ANGSTROEM)
N  -0.570  -4.512  0.524
C  -0.207  -3.661  -0.619
N  -1.205  -3.022  -1.419
C  -2.563  -3.056  -0.792
C  -3.577  -1.971  -1.368
O  -3.477  -0.794  -0.966
O  -4.624  -2.258  -2.279
N  1.106  -3.552  -0.879
C  1.667  -2.771  -2.021
O  2.993  -2.309  -1.700
C  2.975  -1.114  -0.964
F  2.490  -0.003  -1.661
F  4.328  -0.826  -0.659
F  2.313  -1.186  0.268
H  0.265  -5.055  0.811
H  -0.743  -3.867  1.313
H  -0.963  -2.053  -1.669
H  -3.012  -4.082  -1.051
H  -2.517  -2.908  0.342
H  -5.464  -1.961  -1.849
H  1.779  -4.029  -0.259
H  0.991  -1.945  -2.407
H  1.787  -3.517  -2.889
C  -6.394  -5.751  2.288
C  -6.434  -5.930  0.779
O  -5.198  -5.384  0.310
S  -4.054  -5.624  1.435
O  -3.312  -6.796  1.078
O  -3.430  -4.359  1.722
O  -5.039  -6.005  2.662
H  -6.639  -4.723  2.571
H  -7.066  -6.437  2.802
H  -7.280  -5.418  0.321
H  -6.460  -6.989  0.507
C  6.862  2.277  -0.671
C  5.418  2.606  -1.012
O  5.461  3.919  -1.569
S  6.864  4.119  -2.357
O  6.637  3.874  -3.750
O  7.489  5.308  -1.870
O  7.635  2.835  -1.735
H  7.167  2.758  0.261
H  7.034  1.203  -0.597
H  4.768  2.580  -0.138
H  5.028  1.928  -1.777
C  -3.813  -0.328  5.115
C  -5.272  -0.308  4.688
O  -5.345  -1.210  3.581
S  -4.260  -2.396  3.792
O  -4.934  -3.527  4.354
O  -3.452  -2.485  2.615
O  -3.395  -1.688  4.966
H  -3.199  0.291  4.456
H  -3.681  -0.001  6.146
H  -5.606  0.687  4.396
H  -5.921  -0.692  5.480
C  0.238  3.103  0.605
C  1.631  2.502  0.714
O  2.377  3.434  1.494
S  1.382  4.150  2.560
O  1.508  3.474  3.815
O  1.518  5.566  2.424
O  -0.018  3.694  1.879
H  0.207  3.893  -0.151
H  -0.519  2.352  0.374
H  2.098  2.354  -0.260
H  1.609  1.550  1.255
C  3.900  6.768  -3.683
C  3.689  5.322  -3.262
O  2.304  5.064  -3.506
S  1.820  5.936  -4.786
O  1.859  5.094  -5.943
O  0.660  6.684  -4.409
O  3.090  6.942  -4.849
H  3.544  7.459  -2.915
H  4.944  6.983  -3.909
H  3.932  5.156  -2.218
H  4.275  4.641  -3.885

Forces on atoms 1 to 3 (eV/Å):
1.5 1.9 -1.9
-0.5 -0.1 0.7
1.7 -0.4 2.9

Output
highest occupied orbital energy: -12.451 eV
total charge: +1
multiplicity: 1
frontier orbital gap: 8.6 eV

Computed Löwdin charges, given in elementary charges:
1 N 0.17
2 C -0.23
3 N 0.11
4 C -0.07
5 C -0.36
6 O 0.08
7 O 0.06
8 N 0.12
9 C -0.10
10 O 0.06
11 C -0.49
12 F 0.12
13 F 0.11
14 F 0.11
15 H 0.12
16 H 0.13
17 H 0.14
18 H 0.15
19 H 0.11
20 H 0.14
21 H 0.18
22 H 0.15
23 H 0.18
24 C -0.16
25 C -0.16
26 O -0.20
27 S 0.66
28 O -0.22
29 O -0.31
30 O -0.18
31 H 0.13
32 H 0.14
33 H 0.14
34 H 0.14
35 C -0.16
36 C -0.17
37 O -0.24
38 S 0.65
39 O -0.22
40 O -0.21
41 O -0.18
42 H 0.14
43 H 0.14
44 H 0.13
45 H 0.13
46 C -0.16
47 C -0.16
48 O -0.19
49 S 0.67
50 O -0.21
51 O -0.27
52 O -0.18
53 H 0.13
54 H 0.14
55 H 0.14
56 H 0.14
57 C -0.16
58 C -0.19
59 O -0.20
60 S 0.65
61 O -0.22
62 O -0.21
63 O -0.19
64 H 0.14
65 H 0.13
66 H 0.12
67 H 0.13
68 C -0.15
69 C -0.19
70 O -0.20
71 S 0.65
72 O -0.23
73 O -0.23
74 O -0.18
75 H 0.14
76 H 0.14
77 H 0.11
78 H 0.12


# 2
Entry from the Open Molecules 2025 dataset: a molecular structure, C28H20CdN2O7S3 in a non-equilibrium geometry (the ωB97M-V functional and the def2-TZVPD basis).

CARTESIAN COORDINATES (ANGSTROEM)
Cd  -21.154  -5.767  7.598
O  -27.279  -6.355  6.674
C  -26.087  -6.205  6.750
C  -25.030  -7.289  6.602
O  -25.245  -8.472  6.426
C  -23.740  -6.599  6.706
C  -23.923  -5.228  7.055
O  -22.969  -4.440  7.342
C  -25.359  -4.890  6.993
O  -25.872  -3.791  7.071
O  -22.583  -7.120  6.509
S  -18.980  -7.079  7.789
C  -18.885  -7.360  9.478
C  -17.827  -8.175  9.916
C  -17.629  -8.486  11.251
C  -16.555  -9.324  11.599
N  -15.649  -10.028  11.848
C  -18.510  -7.983  12.218
C  -19.554  -7.163  11.823
C  -19.788  -6.828  10.479
S  -21.128  -5.795  10.162
C  -18.349  -8.318  13.576
N  -18.217  -8.601  14.710
H  -17.135  -8.563  9.164
H  -20.238  -6.756  12.575
O  -19.757  -3.830  7.566
S  -20.267  -2.519  8.115
C  -19.776  -2.545  9.899
C  -20.567  -1.539  10.646
C  -21.954  -1.684  10.710
C  -22.723  -0.766  11.407
C  -22.121  0.310  12.044
C  -20.742  0.476  11.971
C  -19.969  -0.442  11.275
C  -18.920  -1.370  7.516
C  -19.096  0.033  7.957
C  -20.312  0.682  7.705
C  -20.493  2.007  8.063
C  -19.464  2.713  8.679
C  -18.262  2.071  8.952
C  -18.076  0.742  8.598
H  -18.687  -2.369  9.988
H  -20.028  -3.579  10.219
H  -22.429  -2.534  10.198
H  -23.810  -0.892  11.453
H  -22.723  1.037  12.599
H  -20.263  1.326  12.453
H  -18.886  -0.304  11.226
H  -18.979  -1.468  6.409
H  -17.952  -1.794  7.860
H  -21.131  0.131  7.219
H  -21.440  2.500  7.840
H  -19.593  3.768  8.935
H  -17.447  2.615  9.441
H  -17.124  0.248  8.823
C  -20.591  -5.262  3.573
O  -20.897  -5.402  4.954
H  -21.487  -5.059  2.962
H  -20.079  -6.157  3.168
H  -19.896  -4.413  3.493
H  -21.574  -6.119  5.047

Forces on atoms 1 to 3 (eV/Å):
0.5 -0.2 0.4
-0.8 -0.1 0.0
1.0 0.1 0.1

Output
highest occupied orbital energy: -1.909 eV
total charge: -2
multiplicity: 1
frontier orbital gap: 5.4 eV

Computed Löwdin charges, given in elementary charges:
1 Cd 1.15
2 O 0.08
3 C -0.29
4 C -0.32
5 O 0.06
6 C -0.34
7 C -0.35
8 O -0.15
9 C -0.32
10 O 0.05
11 O -0.17
12 S 0.49
13 C -0.75
14 C -0.10
15 C -0.23
16 C -0.21
17 N 0.12
18 C -0.24
19 C -0.10
20 C -0.73
21 S 0.51
22 C -0.21
23 N 0.12
24 H 0.10
25 H 0.10
26 O -0.65
27 S 0.96
28 C -0.28
29 C -0.29
30 C -0.04
31 C -0.08
32 C -0.11
33 C -0.10
34 C -0.06
35 C -0.27
36 C -0.30
37 C -0.05
38 C -0.08
39 C -0.10
40 C -0.10
41 C -0.06
42 H 0.11
43 H 0.02
44 H 0.13
45 H 0.11
46 H 0.10
47 H 0.10
48 H 0.11
49 H 0.11
50 H 0.10
51 H 0.12
52 H 0.10
53 H 0.10
54 H 0.10
55 H 0.12
56 C -0.16
57 O -0.21
58 H 0.08
59 H 0.08
60 H 0.07
61 H 0.05


# 3
Entry from the Open Molecules 2025 dataset: 2 unconnected molecules or ions with the total composition C6H15N3O4P in a non-equilibrium geometry (the ωB97M-V functional and the def2-TZVPD basis).

CARTESIAN COORDINATES (ANGSTROEM)
C  -2.108  1.098  0.912
C  -0.895  0.707  0.069
O  -0.898  -0.386  -0.425
N  0.247  1.579  -0.096
N  1.337  0.902  -0.672
P  2.443  0.844  0.635
N  3.317  2.383  0.463
O  3.610  -0.304  0.228
C  -0.111  2.773  -0.782
C  -1.201  3.717  -0.250
O  0.455  3.131  -1.781
H  -3.037  0.965  0.357
H  -2.071  2.128  1.271
H  -2.085  0.440  1.784
H  2.641  2.987  0.001
H  3.388  2.760  1.402
H  3.218  -1.133  0.508
H  -2.115  3.606  -0.841
H  -0.840  4.731  -0.436
H  -1.380  3.624  0.822
C  -1.099  -4.591  -0.680
C  -0.110  -3.460  -0.453
O  0.384  -3.488  0.889
H  -1.936  -4.509  0.016
H  -1.488  -4.572  -1.701
H  -0.628  -5.564  -0.506
H  -0.588  -2.496  -0.608
H  0.735  -3.538  -1.146
H  0.816  -4.335  1.021

Forces on atoms 1 to 3 (eV/Å):
0.5 0.7 0.3
-0.2 0.4 0.0
-0.1 -0.5 0.0

Output
highest occupied orbital energy: -2.747 eV
total charge: -1
multiplicity: 1
frontier orbital gap: 6.0 eV

Computed Löwdin charges, given in elementary charges:
1 C -0.01
2 C -0.46
3 O 0.05
4 N -0.19
5 N -0.25
6 P 0.63
7 N -0.21
8 O -0.37
9 C -0.49
10 C -0.03
11 O 0.05
12 H 0.08
13 H 0.03
14 H 0.08
15 H -0.02
16 H -0.03
17 H -0.01
18 H 0.08
19 H 0.07
20 H 0.05
21 C -0.10
22 C -0.31
23 O -0.09
24 H 0.07
25 H 0.07
26 H 0.06
27 H 0.08
28 H 0.11
29 H 0.07


no.,LUMO (eV)
1,-3.85
2,3.52
3,3.23